255
Properties=species:S:1:pos:R:3:forces:R:3 method="wB97M-V/def2-TZVPD" max_force_ev_per_a=3.021 lumo_ev=0.25 charge=0 orbital_gap_ev=9.145
C 2.404104 8.198603 -5.014369 0.26 1.81 -0.76
C 2.600860 6.772689 -4.770148 -0.75 -0.62 -0.06
O 1.455836 6.134649 -4.197787 -0.98 -0.86 -0.03
P 1.317232 6.122869 -2.618462 -0.59 1.42 -0.02
O 1.412694 7.452078 -2.010458 0.19 -0.08 0.30
O -0.107950 5.446979 -2.433148 0.57 0.01 -0.03
C -0.865488 5.761419 -1.208449 0.74 -1.85 0.18
C -2.288354 5.375630 -1.508271 -0.33 0.96 1.80
O 2.470583 5.182143 -2.086013 -0.49 0.57 0.11
C 2.740359 3.937635 -2.677895 0.00 -0.65 -0.26
C 1.748636 2.867086 -2.365948 -0.34 -0.74 0.51
H 2.120852 8.708014 -4.120702 0.07 0.31 0.88
H 3.391946 8.585126 -5.341741 -0.64 0.09 0.00
H 1.624130 8.485523 -5.721697 0.19 -0.44 -0.37
H 2.824583 6.261035 -5.692506 0.20 -0.47 -0.13
H 3.361085 6.682368 -4.046061 1.49 -0.35 0.53
H -0.415809 5.121183 -0.392511 -0.44 0.86 -0.73
H -0.738380 6.802571 -0.978898 -0.01 0.39 0.15
H -2.918340 5.682447 -0.638832 0.33 0.15 -0.70
H -2.587780 5.873762 -2.398457 -0.53 0.54 -0.68
H -2.493380 4.340362 -1.612880 0.36 -1.16 -0.24
H 2.892040 3.988500 -3.752346 -0.33 0.51 -0.33
H 3.690298 3.681700 -2.308034 1.34 -0.48 0.65
H 1.851324 2.094883 -3.113655 0.14 -0.56 -0.03
H 1.755965 2.419513 -1.361106 0.58 0.19 -0.21
H 0.743583 3.204863 -2.452465 -0.87 0.54 -0.35
C 2.195980 1.086366 -8.655048 -0.45 -1.47 -0.05
C 1.230743 1.039290 -7.459039 0.62 -0.24 -0.54
O 0.041173 1.807835 -7.860996 1.03 -1.12 0.58
P -1.350396 1.336258 -7.261577 -0.19 1.09 0.63
O -2.377413 2.271906 -7.719977 -0.17 -0.13 0.25
O -1.570838 -0.164066 -7.674094 0.07 0.13 1.03
C -2.013705 -0.416689 -9.011058 1.45 -0.82 -0.47
C -2.728134 -1.748609 -8.954941 0.03 -0.26 0.21
O -1.112905 1.133656 -5.690467 0.03 0.11 -0.96
C -0.764577 2.200374 -4.764038 0.00 -1.28 0.44
C -1.706754 3.330832 -4.693996 -1.85 0.76 -0.61
H 3.127649 0.506280 -8.494082 -0.59 0.22 0.18
H 1.683291 0.646018 -9.532114 0.29 0.20 0.36
H 2.478028 2.082261 -8.905426 0.09 0.87 -0.09
H 1.018669 -0.041792 -7.170312 -0.13 1.43 -0.38
H 1.693683 1.560614 -6.610333 -0.29 -0.22 -0.01
H -2.611099 0.442061 -9.353741 0.29 -0.45 -0.18
H -1.024603 -0.569917 -9.563139 -1.53 0.51 0.03
H -3.686327 -1.714061 -8.429807 -0.24 0.30 -0.64
H -2.745018 -2.210783 -9.945591 -0.51 0.11 0.14
H -2.173438 -2.424928 -8.309026 0.48 -0.02 -0.16
H -0.827479 1.642221 -3.817347 0.47 0.49 -0.15
H 0.257257 2.577592 -4.901555 -0.11 -0.40 -0.32
H -1.275135 3.965503 -3.919277 -0.40 0.34 -0.04
H -1.823801 3.892225 -5.651824 0.37 -0.35 0.72
H -2.758381 3.005756 -4.425721 1.21 0.28 -0.07
C 0.847704 -1.138401 -4.147186 2.28 -0.43 -1.01
C -0.203889 -0.856652 -3.202736 -2.98 -0.16 0.47
O 0.291117 -0.006004 -2.130005 0.03 -0.05 -0.08
P 0.464224 -0.537124 -0.666218 -0.51 -0.47 2.59
O 1.094400 0.378495 0.334410 -0.26 -0.51 -1.83
O -0.988830 -1.001690 -0.123595 0.57 -0.32 -0.56
C -1.794232 -0.207950 0.758378 0.19 1.07 0.50
C -1.226134 -0.134358 2.180342 0.43 0.14 -0.84
O 1.137656 -1.934130 -0.925831 0.38 0.55 -0.04
C 1.476016 -2.956931 0.080252 -0.42 0.84 -1.30
C 0.802066 -4.186600 -0.448328 0.04 -0.82 1.92
H 1.558081 -1.719560 -3.565088 0.52 -0.07 -0.26
H 0.624691 -1.713632 -5.054250 -0.58 -0.02 0.48
H 1.337185 -0.240156 -4.518918 0.09 0.25 0.19
H -1.026187 -0.287766 -3.648475 0.08 -0.14 0.10
H -0.650651 -1.827428 -2.861975 0.42 0.94 0.34
H -1.842967 0.801871 0.327060 -0.32 -0.13 0.11
H -2.784431 -0.649721 0.818626 0.00 -0.12 -0.45
H -1.006131 -1.166498 2.441512 0.38 -0.08 0.31
H -0.294972 0.488757 2.133491 -0.91 -0.64 0.57
H -1.991399 0.209161 2.889535 0.25 0.27 -0.30
H 2.550060 -3.039298 -0.022477 0.29 -0.08 0.40
H 1.164620 -2.620936 1.065247 -0.02 -0.07 0.03
H -0.237845 -3.978882 -0.710100 0.06 -0.20 0.29
H 1.329334 -4.538878 -1.299711 0.33 -0.26 -0.92
H 0.918870 -4.979058 0.344521 -0.51 0.50 -0.83
C -7.589691 -1.549447 5.514902 -0.03 0.34 -0.75
C -6.904930 -2.872758 5.390810 0.52 0.29 1.08
O -6.026577 -2.961859 6.583973 -0.45 -0.34 -0.85
P -4.474437 -3.067064 6.340246 0.76 -1.53 -2.08
O -4.010317 -4.178824 5.404837 -0.97 1.99 1.59
O -4.014229 -1.619604 5.875554 0.13 -0.58 -0.10
C -2.651666 -1.476219 5.373031 0.73 -1.08 0.76
C -2.168773 -0.126543 5.758218 1.43 1.55 -1.28
O -3.982834 -3.179994 7.816235 0.13 -0.19 -0.17
C -4.012357 -4.518486 8.392723 0.06 1.22 -0.37
C -3.791742 -4.253666 9.842168 -0.56 0.54 -0.44
H -7.960309 -1.179498 4.563502 -0.43 -0.27 -0.24
H -8.380325 -1.630062 6.232306 -0.49 0.26 0.42
H -6.889874 -0.776032 5.793376 0.34 0.07 0.41
H -7.606506 -3.713543 5.414796 0.36 0.09 0.00
H -6.259338 -2.917432 4.535373 0.14 -0.22 -0.66
H -1.962786 -2.263009 5.759898 -0.74 0.45 0.38
H -2.579636 -1.686570 4.319252 -0.68 0.37 -0.64
H -1.186508 0.085282 5.254396 -0.67 -0.47 0.12
H -2.823596 0.669894 5.322837 0.26 -0.59 0.91
H -1.884383 -0.017812 6.807783 -0.82 0.07 0.04
H -4.961304 -5.006662 8.187569 -0.25 0.09 0.05
H -3.261800 -5.075846 7.881068 0.79 -0.53 -0.12
H -4.761744 -3.893192 10.206508 0.47 -0.15 0.52
H -3.496350 -5.188132 10.232320 0.20 -0.92 1.26
H -3.018733 -3.489455 9.998337 -0.20 -0.35 -0.07
C -5.188286 -3.230882 1.503777 1.58 -1.67 -0.85
C -5.977334 -2.010460 1.427099 0.13 2.36 -0.14
O -4.999072 -0.876957 1.691847 -1.34 0.11 -0.28
P -5.574601 0.569523 2.104227 2.54 -0.72 0.36
O -6.993724 0.585672 2.338928 -2.09 0.11 0.17
O -4.622771 0.878218 3.351094 -0.48 0.86 -0.05
C -4.569590 2.315098 3.767966 -0.62 -0.43 -1.61
C -5.263250 2.563661 5.076251 -0.09 -2.32 0.01
O -5.055908 1.672207 1.077705 -0.28 -0.43 -0.82
C -5.819831 1.940147 -0.169325 1.21 -0.16 0.81
C -5.021178 2.998823 -0.945530 0.49 -1.08 1.79
H -4.731547 -3.314416 2.505466 -0.28 -0.30 -0.34
H -5.930392 -4.050057 1.306790 1.03 0.26 0.24
H -4.313527 -3.260937 0.729678 -1.78 0.01 1.34
H -6.412931 -1.862157 0.421540 0.15 0.12 0.51
H -6.774830 -1.972282 2.186150 0.31 0.15 -0.32
H -3.511447 2.503559 3.776159 0.41 0.33 0.26
H -5.018253 2.887208 2.913833 0.47 -0.25 1.05
H -5.151246 3.562801 5.396598 0.00 1.27 0.19
H -6.322471 2.264828 4.987720 0.39 0.33 0.14
H -4.789538 1.916695 5.839819 -0.34 0.27 -0.21
H -5.814157 1.018382 -0.740040 -0.21 -0.24 -0.13
H -6.840201 2.156608 0.147152 0.08 0.42 -0.27
H -4.722921 3.828894 -0.282737 0.41 -0.63 -0.10
H -4.199381 2.496846 -1.496816 -0.29 0.66 0.54
H -5.664802 3.465915 -1.601197 -1.40 0.81 -1.92
C -5.950738 5.568793 2.331298 1.59 -1.00 -1.97
C -5.374391 6.938841 2.539328 -1.63 0.22 -0.19
O -4.234431 7.073629 1.699726 1.02 -0.24 0.51
P -2.822099 6.970123 2.400718 0.21 0.19 1.71
O -1.724684 7.321676 1.525917 0.77 -0.28 -0.89
O -2.909982 7.906502 3.682191 -0.72 -0.68 0.30
C -2.532023 9.263585 3.784208 1.56 0.13 -1.35
C -3.536517 10.233802 3.291121 -1.83 0.47 1.07
O -2.788021 5.562284 3.177357 -2.02 1.98 -0.40
C -1.632796 4.791994 3.358693 0.38 -0.55 -1.89
C -1.663750 3.864637 2.146425 1.65 -0.72 -0.43
H -5.013747 4.960100 2.303320 -0.88 -0.05 0.36
H -6.565894 5.245560 3.112040 -0.91 -0.44 1.33
H -6.445766 5.297404 1.379399 0.11 0.81 0.27
H -5.979901 7.793234 2.253871 -0.52 -0.11 0.02
H -5.224626 7.015831 3.616212 0.81 0.29 -0.10
H -2.322198 9.413395 4.830574 0.24 0.16 0.28
H -1.632883 9.405018 3.153754 0.01 -0.14 0.65
H -3.788206 10.156947 2.245955 0.13 -0.20 -0.43
H -4.472234 10.084762 3.877835 0.36 0.23 -0.45
H -3.206211 11.256269 3.494066 0.08 -0.12 -0.06
H -0.757477 5.469235 3.325775 -0.14 -0.69 0.43
H -1.770684 4.211237 4.261601 0.31 0.25 0.44
H -0.901940 3.075759 2.233134 -0.02 0.09 0.09
H -2.613585 3.333178 2.025036 0.02 0.44 0.04
H -1.377753 4.411191 1.223803 -0.54 -0.18 0.57
C 4.099883 -2.843508 -6.183278 -0.62 0.41 -1.97
C 3.910075 -2.447102 -4.790947 0.40 1.12 1.69
O 5.219405 -2.199042 -4.176615 0.29 -0.18 0.70
P 5.128319 -1.986131 -2.592315 0.06 0.53 -1.83
O 4.425704 -3.119734 -1.981227 -0.31 0.32 1.01
O 6.617530 -1.787000 -2.096751 -1.02 0.88 -0.18
C 7.411860 -2.957137 -1.941490 1.39 -0.25 -0.72
C 8.862932 -2.524951 -1.694349 -1.30 1.79 -0.71
O 4.421637 -0.539930 -2.560832 1.16 -1.68 -0.04
C 4.172072 0.007749 -1.276995 -0.43 1.30 0.76
C 5.339665 0.813236 -0.762338 1.29 0.76 0.02
H 3.091001 -3.158885 -6.535518 0.76 0.23 -0.15
H 4.548437 -2.075936 -6.911259 -0.71 -0.97 1.34
H 4.718868 -3.712340 -6.152519 0.54 -0.73 -0.41
H 3.430559 -1.483134 -4.644593 -0.58 -0.12 -0.35
H 3.378002 -3.222874 -4.198469 0.32 0.52 -0.54
H 6.987901 -3.593047 -1.201212 -0.20 -0.28 0.83
H 7.379797 -3.496965 -2.877220 -0.04 -0.32 -0.39
H 9.186369 -1.967012 -2.612034 -0.02 -0.59 0.78
H 8.871283 -1.787232 -0.874449 0.20 -0.47 -0.10
H 9.505351 -3.352704 -1.501954 0.45 -0.58 0.18
H 3.378945 0.724299 -1.442829 -0.54 -0.16 0.10
H 3.828064 -0.764821 -0.582821 0.05 0.07 -0.02
H 6.195623 0.206796 -0.468442 -0.11 -0.19 0.19
H 5.757394 1.494945 -1.528393 -0.46 -0.41 -0.06
H 5.111215 1.506784 0.063175 -0.38 -0.59 -0.06
C 3.607750 -5.667066 -2.968026 -1.07 -0.72 0.16
Cl 3.271416 -6.738373 -1.563160 0.37 0.34 -0.38
Cl 2.189017 -5.619175 -4.010477 -0.76 -0.04 -0.27
Cl 4.939865 -6.198394 -3.930384 0.85 -0.18 -0.01
H 3.735624 -4.659542 -2.626948 0.48 0.20 0.44
C -1.465052 -5.206957 4.033122 -1.54 0.37 -0.03
Cl -0.652303 -4.478027 2.680771 0.19 0.24 -0.85
Cl -0.699566 -4.651989 5.484293 0.23 0.35 0.99
Cl -1.410241 -6.939817 3.986692 0.06 -0.96 -0.26
H -2.547692 -4.924636 4.018362 1.08 0.03 0.28
C 2.756746 5.505029 2.455770 -0.11 0.76 0.92
Cl 2.443244 3.864433 2.018790 -0.10 -1.14 -0.11
Cl 2.034072 6.546768 1.271194 -0.50 0.58 -0.28
Cl 4.484445 5.861959 2.538848 0.35 -0.10 0.07
H 2.335406 5.690520 3.468389 0.29 -0.09 -0.89
C 2.415184 3.654672 6.073526 -0.51 0.24 0.80
Cl 3.912042 3.947238 5.257454 0.53 -0.35 -0.26
Cl 1.497383 2.258778 5.552855 0.06 -0.22 -0.39
Cl 1.431632 5.123164 5.966277 -0.36 0.20 0.00
H 2.600616 3.500134 7.127096 0.20 0.04 0.04
C -3.118916 -5.404915 -1.802021 -1.41 -0.99 -0.07
Cl -2.620478 -5.832583 -0.201371 0.58 -0.26 0.91
Cl -1.937437 -5.812456 -3.012119 0.45 0.05 -0.30
Cl -3.591283 -3.726170 -1.835708 -0.03 0.56 -0.40
H -4.009474 -6.037990 -1.978996 0.50 0.65 -0.20
F 5.810786 -8.059243 2.592223 0.98 -0.62 -0.68
C 4.922441 -7.176274 3.027517 0.15 -0.08 0.00
C 5.330048 -6.210518 3.901585 -0.64 0.13 0.65
C 4.331552 -5.428723 4.457010 0.75 0.71 -0.20
C 3.029367 -5.610538 4.086762 -1.75 0.08 0.54
C 2.633739 -6.617459 3.207793 0.52 1.24 -0.05
C 3.624470 -7.336126 2.604036 -0.47 -1.45 -0.75
H 6.323354 -6.073514 4.270462 0.61 -0.25 -0.27
H 4.665544 -4.625556 5.107810 -0.42 -0.07 0.12
H 2.224868 -5.022419 4.519335 0.22 0.16 0.08
H 1.603214 -6.724256 2.929479 -0.31 -0.11 -0.01
H 3.378406 -8.109344 1.856834 0.34 0.38 0.49
F 8.341029 -1.726912 2.904884 -0.30 -0.66 -0.54
C 7.434539 -2.521044 2.258598 -1.28 -0.12 -0.42
C 7.797432 -3.760394 1.678965 -1.70 1.29 0.99
C 6.739167 -4.514122 1.158807 0.41 0.29 -0.42
C 5.441215 -4.032241 1.052073 0.94 0.75 0.68
C 5.093475 -2.800477 1.554222 1.54 0.66 0.82
C 6.098078 -2.045078 2.196178 0.38 0.69 0.23
H 8.796057 -4.120258 1.723591 0.64 -0.23 0.01
H 6.953042 -5.473687 0.725286 0.14 -0.35 -0.05
H 4.689303 -4.551329 0.563388 -1.10 -1.38 -0.87
H 4.080500 -2.439740 1.482184 -0.06 0.18 0.06
H 5.858105 -1.040590 2.643441 0.36 -1.23 -0.49
F 1.430178 -1.659684 3.095897 -1.35 -0.79 -0.31
C 2.491423 -1.043010 3.587603 1.00 -0.48 0.16
C 3.166166 -1.673709 4.616096 0.73 0.87 0.37
C 4.305020 -1.004229 5.176711 -2.06 -0.83 -0.85
C 4.638321 0.234602 4.673348 0.20 0.43 -1.08
C 4.012484 0.748412 3.495234 -0.79 -1.36 1.49
C 2.894829 0.093816 2.942275 1.68 1.12 1.34
H 2.711213 -2.614369 4.924698 0.55 0.11 0.28
H 4.862735 -1.439856 5.986441 0.01 -0.08 0.22
H 5.439115 0.760493 5.192167 -0.09 0.14 -0.47
H 4.279811 1.692286 3.105725 0.46 0.86 -0.35
H 2.320076 0.527174 2.158133 -0.26 0.04 -0.67
F 1.424182 -3.124693 -8.265345 0.96 1.41 -0.49
C 0.654763 -4.078168 -7.804528 -1.72 -0.84 0.94
C 0.855919 -5.359912 -8.232116 0.13 -1.61 0.51
C 0.020561 -6.379621 -7.760165 -0.35 1.89 0.60
C -1.006102 -6.084458 -6.892757 -0.40 0.27 0.75
C -1.170374 -4.791575 -6.391868 -0.70 0.87 -0.24
C -0.369209 -3.775988 -6.893221 0.52 0.38 0.01
H 1.733102 -5.686353 -8.756331 0.25 0.44 -0.59
H 0.144922 -7.394365 -7.963209 0.55 -1.36 -0.80
H -1.644798 -6.886162 -6.567023 -0.19 -0.13 0.20
H -1.976030 -4.445846 -5.696169 0.75 -0.89 -0.61
H -0.526932 -2.745799 -6.553296 0.16 -0.37 -0.28